C4H6N2 | wB97M-V/def2-TZVPD

## Properties
Molar mass (g/mol): 82.11
Orbital gap (Ha): 0.3439
Energy relative to the best compared isomer or geometry (same formula, charge and spin) (kJ/mol): 334.6

```
! wB97M-V def2-TZVPD RIJCOSX def2/J DEFGRID3
* xyz 0 1
C 2.684 0.139 -0.300
C 1.465 0.000 0.114
C 0.245 -0.011 0.562
N -0.733 0.893 0.125
N -1.975 0.553 -0.225
C -2.402 -0.632 -0.123
H 3.392 0.793 0.194
H 3.079 -0.441 -1.120
H -0.087 -0.727 1.303
H -0.401 1.718 -0.355
H -3.439 -0.788 -0.368
H -1.827 -1.499 0.192
*
```

Atom charges from the Löwdin analysis, given in e for atoms 1 to 5: 0.00 -0.09 -0.16 -0.08 -0.06

H50O25 | wB97M-V/def2-TZVPD

## Properties
Molar mass (g/mol): 450.38
Orbital gap (Ha): 0.3794
Energy relative to the best compared isomer or geometry (same formula, charge and spin) (kJ/mol): 238.0

```
! wB97M-V def2-TZVPD RIJCOSX def2/J DEFGRID3
* xyz 0 1
O 0.663 -2.713 -3.760
H 0.271 -1.812 -3.768
H -0.096 -3.311 -3.848
O -2.330 -3.256 -3.712
H -2.590 -2.651 -4.424
H -2.200 -2.677 -2.936
O -1.146 0.117 -4.072
H -0.882 0.711 -3.353
H -1.642 0.677 -4.694
O -2.491 -2.066 1.233
H -1.909 -2.745 1.582
H -1.909 -1.511 0.680
O -0.985 4.034 -1.120
H -0.512 4.646 -0.531
H -0.965 4.422 -2.009
O -4.805 -0.373 -1.022
H -3.877 -0.303 -0.762
H -5.079 -1.223 -0.636
O 2.289 5.377 -0.173
H 2.153 4.402 -0.223
H 3.240 5.456 -0.157
O -4.473 0.059 3.204
H -4.047 -0.589 2.618
H -4.319 -0.285 4.095
O 3.122 3.355 3.628
H 2.332 3.869 3.391
H 3.005 2.514 3.161
O -1.335 2.331 1.068
H -1.683 2.716 0.251
H -2.005 2.423 1.759
O -0.002 -4.060 2.954
H 0.860 -3.930 3.392
H 0.202 -4.015 2.004
O 0.207 1.411 -1.950
H 0.999 1.511 -2.507
H 0.055 2.290 -1.601
O -0.543 -0.206 0.347
H -0.838 0.486 0.952
H -0.388 0.319 -0.447
O 2.154 -0.403 0.683
H 2.733 -0.871 0.078
H 1.239 -0.546 0.450
O 2.061 1.486 -3.790
H 1.707 0.871 -4.471
H 2.581 2.117 -4.316
O 0.122 -3.283 -0.058
H -0.113 -4.091 -0.549
H 1.032 -3.056 -0.300
O 0.434 2.425 5.712
H 1.371 2.577 5.491
H -0.008 2.290 4.845
O -4.219 2.705 1.868
H -4.780 2.447 2.614
H -3.966 1.834 1.510
O 1.529 -0.803 -5.780
H 1.168 -0.857 -6.664
H 1.615 -1.703 -5.443
O -1.132 0.609 3.608
H -0.513 0.229 2.963
H -0.916 0.100 4.392
O 2.736 -2.032 3.101
H 2.118 -1.460 2.618
H 3.111 -1.465 3.800
O 2.835 -2.310 -1.213
H 2.705 -3.152 -1.665
H 2.447 -1.680 -1.834
O 4.423 1.190 2.169
H 5.316 0.979 2.439
H 4.133 0.435 1.598
O 1.394 2.627 1.079
H 1.616 1.683 1.108
H 0.440 2.648 1.267
O -0.930 -5.419 -1.979
H -1.071 -6.178 -1.396
H -1.718 -5.344 -2.548
*
```

Atom charges from the Löwdin analysis, given in e for atoms 1 to 5: -0.07 0.02 0.02 -0.06 0.06

C4H9NO2S | wB97M-V/def2-TZVPD

## Properties
Molar mass (g/mol): 135.19
Orbital gap (Ha): 0.3368
Energy relative to the best compared isomer or geometry (same formula, charge and spin) (kJ/mol): 746.3

```
! wB97M-V def2-TZVPD RIJCOSX def2/J DEFGRID3
* xyz 0 1
C -0.005 1.199 -0.036
C -0.623 -0.230 0.294
C 0.520 -0.988 -0.062
C 1.381 0.333 -0.077
H 0.374 3.057 0.998
H -1.321 2.640 0.202
H -0.041 1.357 -1.230
H -0.849 -0.365 1.456
H -2.630 -1.087 1.048
H 0.425 -1.469 -0.975
H 2.079 -1.406 1.587
H 2.002 0.277 0.851
H 2.779 1.308 -1.146
N -0.459 2.141 0.894
O 1.252 -1.877 0.877
O 2.387 0.262 -1.064
S -2.272 -0.516 -0.516
*
```

Atom charges from the Löwdin analysis, given in e for atoms 1 to 5: -0.44 -0.68 -0.36 -0.31 0.18

C4H12N2O | wB97M-V/def2-TZVPD

## Properties
Molar mass (g/mol): 104.15
Orbital gap (alpha / beta) (Ha): 0.1253 / 0.3232
Energy relative to the best compared isomer or geometry (same formula, charge and spin) (kJ/mol): 83.4

```
! wB97M-V def2-TZVPD RIJCOSX def2/J DEFGRID3
* xyz -1 2
C 0.356 -2.088 0.639
C -0.225 -1.003 -0.276
C 0.249 0.387 0.053
C -0.624 1.385 0.300
N 1.624 0.555 -0.214
N 0.063 -1.899 2.063
H 1.431 -2.186 0.509
H -0.131 -3.009 0.315
H 0.036 -1.237 -1.326
H -1.319 -1.083 -0.263
H -0.278 2.373 0.578
H -1.636 1.136 0.571
H 1.973 0.194 -1.098
H 2.291 0.697 0.491
H -0.864 -1.490 2.144
H 0.654 -1.123 2.364
H -0.471 2.521 -2.307
H -1.937 2.730 -2.040
O -1.192 3.140 -2.504
*
```

Atom charges from the Löwdin analysis, given in e for atoms 1 to 5: -0.35 -0.31 -0.52 -0.06 0.02